A molecular structure, C33H37BN4O2RuS5, computed with ωB97M-V with the def2-TZVPD basis set.

Values from the calculation:
Largest force on an atom ... 0.48 eV/A
Relative energy (zero: lowest compared OMol25 entry of this formula, charge and spin) ... 0.00 kJ/mol
Orbital gap (spin up / spin down) ... 4.1 / 6.0 eV
Spin multiplicity ... 6
Total charge ... -1
Lowest unoccupied orbital energy (spin up / spin down) ... 2.319 / 1.407 eV
Total energy ... -102315.3553 eV

Atoms and positions in Å:
Ru1 -0.58 1.80 0.33
S1 0.53 0.61 2.15
S2 -1.02 3.91 1.85
S3 -1.90 4.50 4.67
S4 -1.08 -1.37 -3.43
S5 -2.87 2.25 3.60
O1 1.65 3.62 -0.67
O2 1.95 1.51 -1.48
N1 -0.32 -0.39 -1.12
N2 -0.74 -0.47 4.24
N3 -1.93 -0.72 2.44
N4 -2.51 0.46 0.47
C1 -0.81 2.34 -1.67
C2 2.70 3.71 -1.65
C3 -1.10 3.66 -2.00
C4 3.68 1.81 -3.12
C5 3.76 4.67 -1.14
C6 -0.75 -0.19 2.91
C7 2.09 4.22 -2.94
C8 4.16 1.84 -0.67
C9 0.26 0.06 5.15
C10 -0.28 -1.73 -1.00
C11 -0.44 -4.52 -0.91
C12 0.63 -3.64 2.68
C13 -1.86 3.57 3.25
C14 -0.75 -3.85 -2.09
C15 0.06 -2.43 0.17
C16 0.32 -4.58 1.51
C17 -2.62 -1.30 3.50
C18 3.16 2.23 -1.75
C19 -3.10 -1.85 0.67
C20 -1.89 -1.13 4.61
C21 -0.75 -0.01 -2.34
C22 -3.86 -0.59 -1.21
C23 -1.70 3.05 -4.25
C24 -3.78 -1.79 -0.54
C25 -0.67 -2.48 -2.14
C26 -1.57 4.03 -3.26
C27 -2.51 -0.69 1.13
C28 -0.03 -3.81 0.23
C29 -0.97 1.34 -2.69
C30 -1.40 1.73 -3.98
C31 1.54 -5.47 1.26
C32 -3.21 0.51 -0.67
C33 -0.87 -5.46 1.93
B1 1.11 2.34 -0.76
H1 3.81 2.15 0.32
H2 -2.08 -1.41 5.63
H3 -2.03 3.33 -5.24
H4 -4.23 -2.69 -0.95
H5 -1.80 5.07 -3.48
H6 3.98 0.76 -3.09
H7 -4.38 -0.49 -2.15
H8 1.34 3.54 -3.33
H9 -1.06 -4.42 -2.97
H10 -3.00 -2.77 1.22
H11 -1.50 0.99 -4.76
H12 0.86 -4.23 3.57
H13 -3.59 -1.73 3.35
H14 5.14 2.29 -0.84
H15 4.09 4.40 -0.14
H16 -0.63 -6.01 2.84
H17 1.61 5.18 -2.74
H18 -1.75 -4.85 2.12
H19 2.86 4.38 -3.71
H20 0.00 -0.24 6.16
H21 -1.13 -6.18 1.15
H22 1.80 -6.03 2.16
H23 4.27 0.76 -0.67
H24 1.25 -0.34 4.89
H25 4.62 4.69 -1.80
H26 2.91 1.92 -3.88
H27 -0.51 -5.60 -0.89
H28 3.34 5.68 -1.10
H29 0.39 -1.85 1.02
H30 -0.95 4.42 -1.25
H31 -3.22 1.47 -1.18
H32 0.28 1.14 5.07
H33 4.55 2.41 -3.40
H34 1.49 -3.00 2.47
H35 -0.22 -3.00 2.91
H36 1.35 -6.18 0.45
H37 2.40 -4.86 0.96